The following is a quantum chemistry calculation of a structure of composition C29H31BrN2O3P2STi, from the OMol25 dataset.

Cartesian coordinates (Å):
Ti -0.834036 0.351409 0.179286
Br 3.073277 -2.444978 5.753439
C 1.977877 -1.458678 4.559514
C 0.814522 -0.862809 5.029428
C 0.017476 -0.143188 4.160054
C 0.355441 -0.015482 2.811753
O -0.423412 0.694829 1.998117
C 1.537630 -0.626994 2.337580
C 1.989439 -0.509853 0.968549
N 1.244170 -0.118522 -0.021734
C 1.758587 0.100275 -1.301159
C 3.125337 0.139797 -1.634255
C 3.502407 0.372246 -2.944982
C 2.562465 0.563559 -3.949854
C 1.187910 0.539152 -3.656197
C 0.163402 0.721961 -4.609022
C -1.170885 0.662093 -4.214573
C -1.480700 0.457717 -2.890343
N -0.524302 0.317872 -1.937353
C 0.787610 0.319496 -2.302642
C 2.342201 -1.336918 3.238413
H 0.539776 -0.962543 6.070668
H -0.892144 0.330321 4.505853
H 3.021307 -0.798271 0.782659
H 3.885298 0.012099 -0.876662
H 4.556289 0.408250 -3.190193
H 2.878827 0.735303 -4.970763
H 0.427498 0.886635 -5.645610
H -1.969933 0.761675 -4.936628
H -2.504319 0.368363 -2.549217
H 3.254051 -1.801098 2.883516
C -4.638184 1.191230 -0.634728
P -3.150021 1.557391 0.345061
C -3.722893 1.373672 2.063393
C -2.922125 3.374867 0.146445
C -1.559902 3.826376 0.689068
P -0.191202 2.879601 -0.099445
C -0.033794 3.632995 -1.749900
C 1.292988 3.444112 0.785030
H -4.861476 0.127503 -0.547036
H -4.456987 1.418337 -1.685393
H -5.496667 1.770029 -0.290736
H -4.622366 1.962575 2.250392
H -2.925574 1.678978 2.740459
H -3.928040 0.318425 2.247197
H -3.740195 3.911828 0.633405
H -2.993986 3.591179 -0.923755
H -1.492424 3.627278 1.762660
H -1.420549 4.901175 0.547981
H 0.075960 4.717508 -1.695723
H -0.904517 3.383006 -2.358191
H 0.840663 3.209185 -2.246718
H 1.389516 4.530994 0.785526
H 2.170324 3.008395 0.304361
H 1.248986 3.079630 1.811851
O 2.907390 -6.301082 0.840639
C 2.397353 -5.736372 -0.281200
O 2.867918 -6.011177 -1.349281
C 1.269156 -4.777714 -0.092919
C 1.007189 -3.873186 -1.118205
C -0.011647 -2.946138 -0.997274
C -0.798667 -2.904731 0.153862
S -2.061825 -1.683750 0.392596
C -0.561553 -3.836396 1.164459
C 0.464079 -4.759046 1.043506
H 2.514055 -5.897463 1.623783
H 1.620619 -3.905686 -2.009126
H -0.200263 -2.243280 -1.798081
H -1.175354 -3.824424 2.055357
H 0.600942 -5.479572 1.843068

Cartesian forces, eV/Å:
0.027 0.085 -0.113
-0.006 0.002 -0.017
-0.001 0.002 -0.010
-0.016 -0.008 0.063
0.012 -0.004 -0.055
0.046 -0.056 -0.014
0.050 0.027 0.111
-0.050 -0.005 0.099
0.036 -0.057 -0.134
-0.026 0.000 0.160
0.040 0.016 -0.063
-0.026 -0.020 0.002
-0.001 0.000 -0.009
0.024 -0.005 0.005
-0.020 -0.032 0.042
-0.009 0.009 -0.027
-0.009 -0.002 -0.005
0.041 -0.010 0.018
-0.072 0.038 0.088
0.022 0.040 -0.031
0.009 -0.012 0.004
-0.009 0.007 -0.006
0.002 -0.003 0.013
0.008 0.038 -0.006
-0.001 0.000 0.002
0.000 -0.001 -0.001
-0.006 0.001 -0.002
0.000 -0.001 0.001
0.007 0.001 -0.007
-0.006 0.000 -0.010
-0.001 0.008 -0.014
-0.020 0.005 -0.015
-0.064 0.054 0.003
-0.008 0.016 0.002
-0.024 -0.013 -0.001
0.018 0.014 -0.021
0.022 0.027 -0.040
-0.008 0.025 -0.009
-0.001 0.026 0.024
0.013 -0.002 -0.002
0.007 -0.009 0.001
0.013 0.009 0.016
0.004 0.007 -0.003
0.001 -0.007 0.000
0.014 -0.003 0.002
0.002 -0.003 0.005
0.015 -0.009 -0.006
-0.004 -0.007 0.001
0.001 0.000 0.000
-0.006 -0.001 0.015
0.007 -0.010 -0.004
-0.003 -0.020 0.008
-0.018 0.001 -0.007
-0.008 -0.018 -0.002
0.006 -0.009 -0.005
0.004 0.000 0.041
0.010 0.018 -0.014
-0.009 -0.003 0.014
0.003 0.002 0.011
-0.018 0.023 -0.019
0.008 -0.075 -0.066
-0.038 0.043 0.171
-0.057 -0.122 -0.166
0.107 -0.038 0.007
-0.019 0.026 -0.001
0.004 -0.015 -0.037
0.004 -0.005 0.001
-0.014 -0.004 0.023
-0.018 0.023 -0.008
0.008 -0.004 -0.003

Results
HOMO (spin up / spin down) in hartree: -0.189 / -0.284
DFT total energy in Eh: -5963.457725
Energy relative to the best compared isomer or geometry (same formula, charge and spin) in kcal per mole: 0.0
2S+1: 3
HOMO-LUMO gap (spin up / spin down) in eV: 4.69 / 7.35
LUMO (spin up / spin down) in eV: -0.5 / -0.4

***

The following is a quantum chemistry calculation of a structure of composition C29H31CdN12S3, from the OMol25 dataset.

Cartesian coordinates (Å):
Cd -0.465588 -1.030585 0.207420
C 2.043388 -5.076551 -1.072332
C 0.896374 -4.185987 -0.678792
N 0.445844 -3.249646 -1.417471
N 1.017258 -3.002847 -2.608224
C 0.352366 -2.285022 -3.568086
N 1.108997 -1.994779 -4.662993
S -1.217703 -1.821289 -3.420379
C 0.149862 -4.447248 0.570588
C 0.220759 -5.678794 1.211876
C -0.540641 -5.892811 2.351079
C -1.367033 -4.883485 2.803928
C -1.373666 -3.681515 2.108715
N -0.627560 -3.462820 1.036417
H 2.847030 -4.504479 -1.540873
H 2.462288 -5.580498 -0.207745
H 1.703648 -5.832978 -1.784512
H 1.902589 -3.426744 -2.853118
H 1.870055 -2.605861 -4.921859
H 0.599861 -1.594322 -5.433657
H 0.828519 -6.483542 0.824954
H -0.481913 -6.839614 2.870617
H -1.987706 -5.010892 3.678801
H -1.996244 -2.857787 2.434228
C 4.010446 -0.094112 -1.854975
C 2.696566 0.056964 -1.135103
N 2.326197 -0.647015 -0.143209
N 3.129916 -1.609126 0.345085
C 2.878354 -2.168501 1.565206
N 3.729226 -3.162150 1.913829
S 1.633092 -1.697334 2.542539
C 1.758239 1.111237 -1.570127
C 2.222063 2.292273 -2.142147
C 1.302139 3.229950 -2.578972
C -0.048213 2.960997 -2.433429
C -0.416269 1.777118 -1.815930
N 0.460303 0.875475 -1.394187
H 4.255003 -1.146342 -2.017416
H 3.958392 0.386588 -2.826452
H 4.822972 0.360556 -1.282346
H 4.000110 -1.836948 -0.119232
H 4.637381 -3.257440 1.486757
H 3.636344 -3.511491 2.852903
H 3.281007 2.492863 -2.224775
H 1.639447 4.154660 -3.027029
H -0.800342 3.648732 -2.792291
H -1.461299 1.522948 -1.672108
S -2.929306 -1.191506 0.499809
C -3.094546 0.331771 1.306709
N -4.237059 0.567238 1.946517
N -4.664790 1.798617 2.168134
C -4.533207 2.946809 1.369556
C -4.882092 4.176240 1.922974
C -4.836924 5.326704 1.151384
C -4.452508 5.268591 -0.177425
C -4.135474 4.037387 -0.739493
C -4.176562 2.883869 0.018861
N -2.161761 1.304166 1.383527
N -0.927109 1.039513 1.235369
C -0.068458 2.125956 1.443567
C 1.282793 1.860970 1.669203
C 2.183336 2.902252 1.796805
C 1.748122 4.218305 1.719079
C 0.398453 4.488290 1.527974
C -0.509279 3.454248 1.388868
H -5.273812 1.870736 2.966638
H -5.191407 4.230975 2.960119
H -5.116780 6.273547 1.593139
H -4.416724 6.165319 -0.780665
H -3.867271 3.965936 -1.785915
H -3.962106 1.928646 -0.437948
H 1.601053 0.832151 1.769520
H 3.231970 2.687704 1.962161
H 2.455315 5.032688 1.806248
H 0.055174 5.513894 1.487412
H -1.560898 3.649181 1.222697

Cartesian forces, eV/Å:
0.299 -0.214 -0.142
-0.145 0.036 0.032
0.267 -0.156 -0.295
-0.301 0.306 0.433
0.615 0.027 -0.385
-0.500 0.143 -0.025
0.223 -0.156 0.034
0.001 0.298 0.142
-0.131 -0.024 0.455
0.020 0.024 -0.116
-0.055 0.036 0.042
0.088 -0.056 -0.040
-0.016 -0.021 0.162
0.222 0.090 -0.177
0.039 -0.039 0.038
0.056 -0.009 0.009
0.059 -0.005 -0.023
-0.046 -0.060 0.079
0.029 0.068 0.024
-0.063 -0.040 0.013
0.058 0.041 -0.038
-0.050 -0.023 -0.019
-0.001 0.027 0.011
0.002 0.034 -0.047
-0.106 0.037 0.188
0.441 -0.095 -0.090
-0.672 0.068 0.027
0.592 -0.461 -0.084
-0.171 0.034 0.143
0.094 0.039 -0.087
-0.273 -0.116 0.028
-0.162 0.229 -0.261
0.004 -0.116 0.058
-0.083 0.009 0.059
0.097 0.018 -0.010
-0.234 -0.060 -0.099
-0.175 -0.503 0.082
-0.001 0.009 -0.028
0.068 -0.015 -0.042
0.027 -0.016 -0.019
-0.040 0.085 -0.060
-0.022 0.007 -0.041
-0.015 0.026 0.023
0.024 -0.059 -0.034
-0.011 0.010 -0.003
-0.024 0.004 0.056
0.004 0.032 0.029
0.195 -0.017 -0.103
-0.339 -0.199 -0.140
-0.143 -0.135 -0.137
0.346 0.124 0.146
0.018 0.245 -0.227
0.084 -0.166 0.068
-0.031 0.067 -0.032
0.022 0.037 -0.072
0.001 -0.040 0.054
-0.089 -0.107 0.154
0.561 0.658 0.564
-0.738 -0.516 -0.188
0.447 0.736 0.135
-0.252 -0.128 -0.023
0.061 0.109 0.013
0.047 0.016 -0.033
0.027 -0.017 0.024
-0.101 -0.188 -0.058
-0.195 -0.089 -0.122
0.023 -0.005 0.015
0.022 0.007 0.023
-0.012 0.022 0.025
-0.016 0.035 -0.016
0.034 -0.020 -0.039
0.012 0.047 -0.065
-0.003 -0.001 0.042
0.004 -0.004 0.036
-0.024 -0.009 -0.028
0.005 0.047 -0.016

Results
HOMO (spin up / spin down) in hartree: -0.339 / -0.326
DFT total energy in Eh: -3142.828955
Charge: +1
HOMO-LUMO gap (spin up / spin down) in eV: 6.27 / 5.96
LUMO (spin up / spin down) in eV: -3.0 / -2.9

***

Results for strongest force on any atom: 0.21; 1.03 (in eV Å⁻¹, following the order of the records).